The following is a DFT calculation (the ωB97M-V functional and the def2-TZVPD basis) of a 2-piece molecular cluster, C3H6O2P overall at a distorted geometry.

Geometry as XYZ:
```
12
C3H6O2P the ωB97M-V functional and the def2-TZVPD basis
C 1.768 -0.762 0.523
C 0.988 -0.099 -0.324
C -1.429 0.588 1.011
O -3.656 0.819 -0.508
O -2.938 -1.546 0.168
P -2.612 -0.219 -0.269
H 2.689 -1.387 0.207
H 1.497 -0.835 1.530
H 1.143 -0.105 -1.441
H -1.282 1.650 0.977
H -0.766 -0.056 1.709
H -1.639 -0.224 -1.267
```

Frontier orbital gap (spin up / spin down) = 8.61 / 7.51 eV
Max |F| = 4.32 eV/Å
Total energy = -16589.61385 eV
E_HOMO (spin up / spin down) = -0.174 / -0.165 Ha
LUMO (spin up / spin down) = 3.870 / 3.016 eV
Energy above the lowest of the compared OMol25 structures with the same formula, charge and spin = 107.4 kcal/mol
Total charge = -1
2S+1 = 1

Charge distribution, natural (NBO) scheme, values in e: -0.56, -0.10, -0.63, -1.18, -1.18, 2.02, 0.18, 0.19, 0.16, 0.16, 0.17, -0.23